Formula: CH4N2O2S
Source: OMol25
Level of theory: the ωB97M-V functional and the def2-TZVPD basis

Cartesian coordinates (Å):
C 0.383 0.274 0.447
N -0.192 -0.611 -1.751
N -0.771 0.601 1.269
O -0.528 -0.353 -2.871
O 0.122 0.496 -0.964
S 0.820 -1.346 0.963
H 1.089 1.112 0.541
H -0.989 1.554 1.337
H -1.448 -0.023 1.085
H 1.514 -1.703 -0.056

Properties
Calculated total energy = -19008.8168 eV
Energy relative to the best compared isomer or geometry (same formula, charge and spin) = 299.79 kJ/mol
E_LUMO = 0.162 eV